The following is a DFT calculation (ωB97M-V/def2-TZVPD) of C20H12F5IN2O2ReS as an isolated structure.

The geometry in XYZ format:
```
44
Properties=species:S:1:pos:R:3:forces:R:3:mulliken_charge:R:1
Re -0.118182 0.926826 1.286265 1.887 2.104 -1.919 0.913
C 3.001146 -2.476304 1.367225 0.204 0.095 0.185 -1.245
C 1.806965 -2.723593 0.526491 -1.098 1.380 -0.026 0.568
N 1.594842 -3.890877 0.004949 1.327 -0.939 0.224 -0.525
C 0.570726 -4.189117 -0.764368 -1.019 0.914 -0.079 -0.925
C -0.444209 -3.271569 -1.011179 -0.214 -0.558 0.135 0.671
C -1.581083 -3.712786 -1.909985 0.682 0.267 -0.649 -0.889
O -2.846751 -3.312963 -1.461837 -0.662 -0.032 0.351 -0.549
C -0.357447 -1.987264 -0.409476 1.135 0.222 0.493 -0.312
C -1.431666 -1.049705 -0.526120 -0.166 -0.161 -0.223 -0.369
N -1.557818 0.118596 0.056029 0.862 -0.566 0.451 0.129
C -2.749122 0.853475 -0.165297 -0.932 0.658 0.074 0.495
C -3.479523 0.760110 -1.356793 0.354 0.065 0.186 -0.159
C -4.644377 1.480628 -1.544797 -0.047 0.061 0.131 -0.921
C -5.130933 2.308925 -0.546984 0.116 -0.024 0.104 -0.612
C -4.428396 2.431824 0.643928 0.135 0.119 0.168 -0.593
C -3.258478 1.721367 0.813026 0.383 -0.236 -0.003 0.241
I -2.134061 2.047629 2.634415 -0.459 -0.571 -0.453 0.192
C 0.829914 -1.677671 0.336561 -0.479 -3.784 -1.870 0.887
O 1.070264 -0.521995 0.831219 -1.145 3.401 1.705 -0.453
H 3.620606 -3.367215 1.394603 0.003 0.003 -0.005 0.365
H 3.580195 -1.640894 0.975643 0.107 0.041 -0.003 0.281
H 2.696584 -2.217012 2.382642 0.073 -0.001 0.065 0.336
H 0.539425 -5.200013 -1.144972 -0.114 -0.040 -0.141 0.403
H -1.399071 -3.231649 -2.886636 -0.147 -0.245 0.103 0.282
H -1.513656 -4.792224 -2.066396 -0.009 0.132 0.038 0.489
H -3.384372 -4.078581 -1.223669 0.111 0.145 -0.049 0.324
H -2.260348 -1.398592 -1.136253 -0.043 0.155 0.176 1.111
H -3.106640 0.157805 -2.169860 0.065 -0.101 -0.074 0.527
H -5.169272 1.407961 -2.483796 -0.031 -0.054 -0.098 0.427
H -6.036367 2.878591 -0.688977 -0.073 0.007 -0.011 0.431
H -4.779240 3.086819 1.426086 -0.119 0.082 0.032 0.389
F 6.261245 2.601801 1.078182 -0.420 0.100 0.055 -0.228
C 4.964260 2.772646 0.944648 -0.188 0.119 -0.172 0.540
C 4.468319 3.601732 -0.071221 -0.141 -0.191 0.121 0.291
F 5.307270 4.227376 -0.867234 -0.104 -0.024 0.092 -0.226
C 3.091660 3.714746 -0.268746 0.022 -0.269 0.207 0.399
F 2.612263 4.459306 -1.245713 0.138 0.013 -0.032 -0.268
C 2.193921 2.993580 0.531401 0.319 0.040 0.412 0.289
S 0.480499 2.980891 0.212392 -0.484 -2.422 0.647 -0.181
C 2.716927 2.236314 1.578845 0.424 0.264 -0.485 0.238
F 1.810612 1.568664 2.374659 0.072 -0.111 0.114 -0.526
C 4.076078 2.100230 1.796183 -0.366 -0.257 0.167 0.037
F 4.517293 1.302180 2.754916 0.038 0.198 -0.145 -0.276
```
Forces are in eV/Å.

## Properties
- Charge: +2
- LUMO level (alpha / beta): -9.7 / -8.7 eV
- Spin multiplicity: 2
- Gap between HOMO and LUMO (alpha / beta): 4.8425 / 6.0089 eV

The following is a DFT calculation (ωB97M-V/def2-TZVPD) of C20H12F6N5O6PdS2 as an isolated structure.

The geometry in XYZ format:
```
52
Properties=species:S:1:pos:R:3:forces:R:3:mulliken_charge:R:1
Pd -0.058368 -0.035382 0.034083 0.473 0.033 2.122 0.682
O 2.615460 3.046748 -0.274275 -0.009 -0.063 -0.034 -0.781
C 2.040982 1.967883 -0.133922 0.099 -0.021 0.056 0.298
N 0.718379 1.740268 -0.126490 0.157 0.868 -0.389 -0.053
C -0.225466 2.793296 -0.260851 -0.266 -0.291 -0.063 0.673
C 0.050804 4.154719 -0.361124 -0.055 -0.059 0.032 -0.593
C -1.004629 5.054761 -0.439597 -0.028 0.074 -0.006 -0.605
C -2.317509 4.616575 -0.423335 -0.014 0.080 -0.012 -0.618
C -2.610888 3.262635 -0.343411 0.175 -0.049 -0.030 -0.604
C -1.563577 2.348649 -0.270863 0.365 -0.107 -0.010 -0.342
N -1.704199 0.951443 -0.130488 -0.811 0.515 -0.499 -0.053
C -2.863826 0.309406 -0.395335 0.054 -0.048 0.147 0.015
O -3.874234 0.773522 -0.908836 -0.011 0.019 0.070 -0.733
C -2.855846 -1.116624 0.085923 0.001 -0.057 0.015 0.833
C -3.837325 -1.994819 -0.350634 0.074 0.148 0.040 -0.505
C -3.805630 -3.291730 0.115512 0.012 -0.087 0.018 -0.328
C -2.816780 -3.655030 1.018629 -0.053 0.023 0.017 -0.427
C -1.879002 -2.712318 1.392900 0.017 0.099 0.221 -0.475
N -1.887711 -1.456778 0.943683 0.197 -0.163 -0.693 -0.427
C 2.880647 0.738986 0.090171 -0.062 -0.025 -0.020 0.571
C 4.233037 0.792339 -0.226807 -0.169 0.067 0.073 -0.464
C 5.003662 -0.329510 -0.016296 0.078 -0.115 0.029 -0.358
C 4.403071 -1.455965 0.528138 -0.003 0.076 0.002 -0.752
C 3.051924 -1.418445 0.812307 -0.145 0.042 0.301 -0.377
N 2.285887 -0.343616 0.596137 -0.128 -0.040 -0.572 -0.195
H 1.069024 4.500366 -0.371580 0.003 -0.030 0.006 0.509
H -0.782152 6.112150 -0.515693 -0.027 0.010 0.001 0.363
H -3.132659 5.327463 -0.484711 0.016 0.019 -0.002 0.360
H -3.629132 2.915859 -0.355719 -0.029 -0.042 -0.001 0.466
H -4.570186 -1.639831 -1.059967 0.004 -0.004 -0.008 0.449
H -4.528509 -4.017748 -0.232647 -0.008 -0.009 0.003 0.402
H -2.750260 -4.661337 1.408312 -0.011 -0.008 0.010 0.414
H -1.080689 -2.966445 2.076797 0.019 -0.008 -0.046 0.427
H 4.623937 1.715289 -0.628807 -0.001 0.002 -0.007 0.441
H 6.057049 -0.331019 -0.266791 0.002 -0.008 -0.007 0.414
H 4.960351 -2.361736 0.719018 0.024 -0.014 0.010 0.408
H 2.550925 -2.275959 1.233036 0.004 -0.018 -0.051 0.665
F 2.412069 -4.543544 -0.584870 0.033 0.062 0.043 -0.209
C 1.481365 -4.323108 -1.527995 -0.021 -0.014 -0.165 0.390
F 2.096663 -4.299222 -2.703274 0.059 -0.034 0.055 -0.206
F 0.628569 -5.347275 -1.503565 -0.007 -0.017 0.064 -0.226
S 0.616324 -2.709827 -1.167777 0.206 -0.744 -0.226 1.145
O 0.610715 -2.680122 0.271377 -0.058 -0.200 0.061 -0.518
O 1.403606 -1.728243 -1.850064 0.259 0.186 -0.324 -0.662
N -0.853804 -2.850651 -1.652237 -0.195 -0.193 -0.079 -0.083
S -1.261500 -3.026156 -3.175373 -0.110 0.211 0.085 1.030
O -0.342011 -3.829439 -3.925756 -0.063 -0.048 -0.091 -0.687
O -2.664270 -3.303488 -3.222341 0.006 -0.022 -0.050 -0.669
C -1.097039 -1.303826 -3.894340 0.020 -0.057 -0.055 0.636
F 0.010791 -1.205633 -4.624930 0.036 0.026 0.013 -0.241
F -2.141300 -1.055540 -4.688123 -0.002 0.007 -0.021 -0.251
F -1.062239 -0.378191 -2.940000 -0.105 0.028 -0.035 -0.148
```
Forces are in eV/Å.

## Properties
- Charge: -1
- LUMO level: 2.4 eV
- Gap between HOMO and LUMO: 7.3483 eV

> charge of number 1 (C20H12F5IN2O2ReS)?

+2

> The lowest charge belongs to which entry?

C20H12F6N5O6PdS2

> The highest charge belongs to which entry?

C20H12F5IN2O2ReS